w.
The following is a DFT calculation (the ωB97M-V functional and the def2-TZVPD basis) of 7 unconnected molecules or ions with the total composition C21H60N4O9.

Results
E_LUMO (eV): 0.26

Positions of all 94 atoms, in Å:
C 21.0437 6.7118 19.5213
O 20.7464 8.0822 19.8671
C 19.3967 8.4822 19.8346
C 18.4555 7.8493 20.9432
C 17.0000 8.3399 20.7804
N 19.0659 8.2241 22.1545
H 20.5653 6.4105 18.5895
H 20.6776 5.9570 20.2172
H 22.1168 6.5974 19.6742
H 19.3894 9.5576 20.0121
H 19.0133 8.2246 18.8473
H 18.4158 6.7600 20.9420
H 16.9015 9.4075 20.9765
H 16.2519 7.9230 21.4546
H 16.7703 8.1602 19.7301
H 20.0737 8.2472 22.0912
H 18.8810 9.2159 22.2023
C 12.0762 7.8119 10.7010
O 12.6349 6.6372 10.0716
C 13.5860 5.9989 10.9642
C 14.1079 4.7972 10.1450
C 14.8691 3.7108 10.9219
N 14.8777 5.2644 8.9739
H 12.9367 8.4161 10.9884
H 11.4304 7.6794 11.5691
H 11.6368 8.3421 9.8561
H 14.4294 6.6737 11.1102
H 13.1444 5.6868 11.9107
H 13.2658 4.2381 9.7372
H 15.8080 4.0117 11.3868
H 15.1633 2.9290 10.2216
H 14.3378 3.2803 11.7707
H 14.3894 5.9132 8.3733
H 15.6900 5.6818 9.4053
C 20.0319 0.8788 22.8660
O 19.9183 -0.5572 22.6718
C 18.7099 -1.2392 22.8805
C 18.7287 -2.5048 23.7813
C 19.9029 -3.4035 23.4528
N 17.5252 -3.2682 23.5351
H 20.3020 1.0080 23.9141
H 19.1049 1.4172 22.6689
H 20.8144 1.4239 22.3381
H 17.8825 -0.5661 23.1052
H 18.3339 -1.6780 21.9563
H 18.7802 -2.2160 24.8311
H 20.8196 -3.0407 23.9175
H 20.0875 -3.3715 22.3790
H 19.8407 -4.4500 23.7512
H 17.6396 -3.9764 24.2461
H 17.5375 -3.8182 22.6880
C 8.6956 -1.1250 19.4915
O 9.5501 -1.8447 20.3529
C 10.8521 -1.4758 20.1725
C 11.6813 -2.3175 21.1110
C 11.5741 -1.8310 22.5953
N 13.1312 -2.1412 20.9186
H 7.7734 -1.7001 19.4091
H 8.9476 -0.8363 18.4711
H 8.4058 -0.1289 19.8261
H 11.2185 -1.6604 19.1626
H 10.9983 -0.4001 20.2699
H 11.3467 -3.3529 21.0472
H 10.5145 -1.6113 22.7259
H 12.0805 -0.9296 22.9405
H 11.8729 -2.5995 23.3082
H 13.5526 -2.3643 21.8089
H 13.2931 -1.1671 20.7064
O 15.6483 3.1834 16.3195
C 16.5232 3.1175 17.4905
C 16.7134 1.7824 18.1482
O 15.4569 1.4248 18.6349
H 14.8468 2.7679 16.6459
H 17.4695 3.5767 17.2048
H 16.1835 3.8576 18.2150
H 17.4031 1.8548 18.9891
H 16.9798 1.0794 17.3589
H 14.7292 1.3012 18.0212
O 24.1104 -0.4156 19.8042
C 24.0163 -0.3386 18.4623
C 22.6298 -0.4422 17.8624
O 21.8917 0.7681 18.0244
H 23.2900 -0.0098 20.0939
H 24.4495 0.5638 18.0307
H 24.5843 -1.2407 18.2351
H 21.9851 -1.1611 18.3679
H 22.6924 -0.6136 16.7878
H 21.9162 1.0994 17.1237
C 11.1614 2.5561 14.9897
O 11.7411 2.4162 16.2456
H 11.2420 3.5566 14.5647
H 11.6817 1.8957 14.2960
H 10.1186 2.2756 15.1382
H 11.2824 3.0188 16.8356

---

x.
The following is a DFT calculation (the ωB97M-V functional and the def2-TZVPD basis) of 7 unconnected molecules or ions with the total composition C21H60N4O9.

Results
E_LUMO (eV): 0.34

Positions of all 94 atoms, in Å:
C 13.9024 20.5343 -7.6466
O 13.9494 21.9069 -7.9486
C 12.7418 22.4531 -8.4691
C 12.8384 23.8707 -9.0041
C 12.7491 25.0644 -7.9986
N 11.7203 24.0698 -9.8580
H 14.8692 20.0594 -7.4796
H 13.5870 20.1910 -8.6318
H 13.2506 20.2225 -6.8305
H 12.1403 21.7144 -8.9989
H 12.1372 22.4771 -7.5625
H 13.7245 23.9071 -9.6378
H 12.9924 25.9945 -8.5123
H 13.5569 24.6719 -7.3810
H 11.8711 25.1767 -7.3625
H 11.5847 23.3708 -10.5743
H 11.8692 24.9748 -10.2809
C 12.5268 13.0493 -5.5695
O 13.1014 12.0380 -6.2531
C 13.8356 12.3395 -7.4319
C 15.1158 11.4600 -7.5694
C 16.3545 12.1519 -6.9709
N 15.4097 11.4514 -9.0524
H 13.2967 13.7483 -5.2430
H 11.9374 12.7348 -4.7082
H 11.7347 13.5293 -6.1443
H 13.1371 12.2370 -8.2624
H 14.0421 13.4015 -7.5652
H 14.9612 10.3939 -7.4028
H 17.2896 11.6116 -7.1178
H 16.1643 12.3215 -5.9111
H 16.4950 13.1742 -7.3219
H 14.8503 10.7717 -9.5476
H 15.1591 12.3473 -9.4456
C 9.9632 14.1055 -9.2216
O 10.2737 15.1906 -10.1650
C 10.3949 16.4537 -9.4376
C 9.0344 16.8674 -8.8175
C 7.9615 17.0311 -9.9211
N 9.2797 18.1532 -8.1693
H 10.4385 14.1089 -8.2407
H 10.0887 13.0993 -9.6215
H 8.8768 14.0930 -9.1333
H 11.1258 16.1827 -8.6757
H 10.8694 17.1924 -10.0835
H 8.8681 16.1177 -8.0440
H 7.9794 17.9700 -10.4746
H 7.0641 17.0622 -9.3032
H 7.7113 16.1658 -10.5349
H 9.8851 18.6960 -8.7685
H 8.3963 18.6414 -8.2058
C 13.9701 16.5608 -2.4784
O 12.9485 15.6933 -3.0046
C 12.0252 15.1521 -2.0248
C 12.4831 13.7563 -1.6217
C 11.4703 12.9975 -0.8844
N 13.6193 13.8484 -0.7497
H 13.9593 17.5507 -2.9346
H 14.8499 15.9327 -2.6183
H 13.9232 16.7487 -1.4058
H 11.8010 15.8103 -1.1854
H 11.1259 15.0021 -2.6222
H 12.6309 13.2935 -2.5975
H 10.5854 12.7370 -1.4652
H 10.9755 13.4585 -0.0296
H 11.7977 12.0575 -0.4403
H 14.2865 14.2417 -1.3980
H 13.4399 14.6034 -0.1032
O 10.1103 19.5954 -2.2645
C 10.4455 18.4036 -2.8218
C 9.7266 18.1523 -4.1368
O 10.2633 18.8618 -5.2626
H 10.7424 20.1327 -2.7477
H 11.5262 18.2962 -2.9152
H 10.1462 17.7440 -2.0072
H 8.6622 18.1219 -3.9039
H 9.8601 17.1226 -4.4687
H 9.8339 18.4284 -6.0038
O 19.4090 18.1427 -5.5186
C 18.2705 18.9395 -5.0709
C 16.9825 18.5421 -5.7697
O 16.6779 17.1648 -5.5233
H 19.1471 17.2200 -5.5586
H 17.9288 18.7886 -4.0469
H 18.4479 20.0112 -5.1614
H 16.9782 18.6648 -6.8528
H 16.2225 19.2863 -5.5318
H 15.7484 17.0022 -5.3465
C 12.8274 17.0544 -6.2585
O 13.8487 16.2853 -5.5712
H 11.8488 16.7344 -5.9006
H 12.9902 18.1305 -6.1980
H 12.8590 16.8033 -7.3187
H 13.5651 15.9427 -4.7204

---

Short version: x is the least stable of them.

---

w.
The following is a DFT calculation (the ωB97M-V functional and the def2-TZVPD basis) of 2 unconnected molecules or ions with the total composition C4H12N2O.

Results
E_LUMO (eV): 0.49

Positions of all 19 atoms, in Å:
C 0.4581 1.7141 0.1284
C 1.8572 1.2688 0.5521
H 2.3502 0.6888 -0.2368
H 2.5361 2.0961 0.8019
H 0.0086 2.3648 0.8859
H 0.4985 2.3088 -0.7928
H -0.4303 0.3254 0.6700
H 1.8232 0.6202 1.4362
C -0.7300 -1.3083 -0.4480
N -0.3434 -0.5910 -1.5003
N -0.4173 -2.6128 -0.2962
C -1.3127 -0.5134 0.6179
O -2.4186 0.2878 0.2455
H -2.0584 1.1794 0.1040
H 0.2596 -1.0096 -2.1952
H -0.1225 0.4071 -1.1781
H 0.3055 -3.0532 -0.8434
H -0.7547 -3.1069 0.5121
H -1.5090 -1.0661 1.5367

---

x.
The following is a DFT calculation (the ωB97M-V functional and the def2-TZVPD basis) of C4H12N2O in the gas phase.

Results
E_LUMO (eV): 0.95

Positions of all 19 atoms, in Å:
N 1.7410 0.5448 -1.7658
C 1.8521 0.3952 -0.2896
C 0.5277 0.8092 0.3576
C -0.5967 -0.1545 0.0312
N -0.2644 -1.4806 0.6119
C -1.8930 0.2826 0.6754
O -3.0080 -0.5523 0.3382
H 2.5315 1.1164 -2.0543
H 1.9097 -0.3476 -2.2210
H 2.1924 -0.5972 -0.0089
H 2.5656 1.1038 0.1418
H 0.6887 0.8998 1.4388
H 0.3149 1.7941 -0.0659
H -0.7086 -0.2186 -1.0534
H 0.4081 -1.9614 0.0348
H -1.1059 -2.0409 0.6300
H -2.1752 1.3076 0.3943
H -1.8039 0.2906 1.7643
H -3.1761 -1.1909 1.0406

---

Short version: w is the least stable of them.

---

w.
The following is a DFT calculation (the ωB97M-V functional and the def2-TZVPD basis) of 2 unconnected molecules or ions with the total composition C4H12N2O.

Results
E_LUMO (eV): 0.56

Positions of all 19 atoms, in Å:
C -0.5714 1.4569 0.2442
N -0.1035 2.0276 1.2706
C 1.0350 1.4576 1.9742
C 1.6975 0.1650 1.4101
C 0.9676 -1.1954 1.3951
N 1.4947 -1.9591 0.2486
H -1.6131 1.7064 0.0099
H -0.0759 0.7100 -0.3716
H 1.8079 2.2322 2.0112
H 0.7147 1.3551 3.0319
H 2.6398 0.0294 1.9473
H 1.8153 0.5396 0.3811
H -0.1081 -1.2290 1.3369
H 1.2706 -1.7541 2.2919
H 2.4612 -1.9210 0.0180
H 0.7122 -2.2587 -0.3023
O -3.8947 -1.1854 -5.1101
H -2.9565 -1.3774 -4.9386
H -4.0479 -0.2876 -4.8286

---

x.
The following is a DFT calculation (the ωB97M-V functional and the def2-TZVPD basis) of C4H12N2O in the gas phase.

Results
E_LUMO (eV): 1.05

Positions of all 19 atoms, in Å:
C -1.4192 2.2635 -1.1630
N -0.6957 1.3020 -0.2662
C 0.3765 0.6851 -0.9541
C 1.3033 -0.2128 -0.0465
N 0.5431 -1.4406 0.2939
C 0.6067 -1.8287 1.6838
O -0.6086 -2.5248 2.0163
H -2.4549 1.9310 -1.2784
H -0.8904 2.6603 -2.0207
H -1.7454 3.1423 -0.5589
H -1.4266 0.6220 -0.0980
H 1.1099 1.3643 -1.3956
H 0.1541 0.1113 -1.8791
H 2.2587 -0.4707 -0.5160
H 1.4567 0.3889 0.8590
H 0.6591 -2.2045 -0.3546
H 1.3247 -2.5861 2.0255
H 0.7025 -0.9298 2.3062
H -1.2546 -2.2728 1.3462

---

Short version: w is the least stable of them.